Entry 1:
ORCA calculation (ωB97M-V/def2-TZVPD) on a molecular structure, C25H20BrN7O2Pt.

```
56
Properties=species:S:1:pos:R:3:forces:R:3
C -1.4530 1.6214 -2.3595 0.036 -0.036 0.000
C -1.0401 4.0002 -1.1594 0.007 -0.004 -0.016
H 0.8988 -3.7467 2.9863 0.003 0.000 -0.003
H -2.3875 2.6715 -3.9462 0.005 -0.012 -0.001
O -2.6741 -1.0636 1.3034 -0.098 -0.111 0.000
C -1.8752 2.7514 -2.9987 -0.030 -0.020 -0.024
H 4.2618 3.0817 -2.1845 -0.001 -0.002 -0.004
H 5.4080 3.2499 0.0250 -0.002 0.001 0.001
C -0.1815 2.0051 1.6308 0.027 -0.164 0.134
Pt 0.1623 -0.0708 -0.4450 0.311 0.215 -0.239
C 2.3113 -3.6801 -0.0930 0.023 0.000 -0.003
H 0.4214 -1.9926 -2.3759 -0.102 -0.155 0.078
N -0.8062 1.6228 -1.1687 -0.009 0.018 0.154
C 1.1811 -3.4169 1.9969 0.019 0.001 0.013
H 0.0354 -0.3196 5.4234 0.003 0.000 -0.001
N -0.2952 2.9650 0.7954 -0.074 0.044 -0.055
N 2.2286 1.1095 -0.3849 -0.277 -0.116 0.055
H 4.4802 1.9520 1.9584 -0.004 -0.002 0.002
H -0.2899 4.2714 3.4569 -0.001 -0.001 -0.001
H 2.4320 0.6155 1.6095 0.015 0.013 -0.005
H -0.1058 1.6919 6.8883 0.000 0.000 -0.001
H -1.2830 -2.2977 -0.7343 0.006 0.086 0.073
H -2.1740 -0.8866 -1.4770 0.015 0.068 0.118
N 1.1233 -1.6617 0.3916 -0.097 -0.111 -0.027
H -1.6613 0.6660 -2.8155 0.029 -0.009 -0.009
C 4.5188 2.6441 -0.0867 0.010 0.001 0.001
C -0.6765 2.8069 -0.5152 0.013 0.023 -0.060
C -0.0315 0.6748 5.0040 0.006 -0.002 -0.005
Br 1.9364 1.5827 -3.1060 0.050 0.022 0.034
C 2.8657 1.1822 0.7958 -0.004 0.012 0.022
C -3.5819 -1.7384 1.5954 -0.045 0.048 0.046
N 0.3356 -1.3146 2.6460 0.036 -0.067 -0.008
C 3.8875 2.5613 -1.3157 0.007 -0.009 0.031
O -4.4761 -2.4089 1.8693 0.050 0.027 0.015
C -1.2213 -1.3249 -1.2083 0.140 -0.290 -0.165
H -0.2571 3.9372 5.9271 0.000 -0.001 0.000
C 0.8343 -2.0990 1.6444 -0.006 0.005 -0.051
H 2.2403 -1.9356 -1.3327 -0.013 -0.050 -0.016
C 1.9085 -2.4205 -0.4227 0.050 0.070 0.042
H 2.1628 -5.2173 1.4186 0.005 0.001 0.005
N -0.1925 -1.2114 -2.1865 -0.058 0.473 0.075
H -0.3716 -0.6505 -3.0095 0.049 -0.124 -0.106
C 4.0063 1.9298 0.9879 0.011 0.010 -0.029
C 1.8916 -4.2090 1.1361 -0.012 -0.018 0.015
C 0.0627 -0.0651 2.5194 -0.068 -0.010 -0.052
C -1.6225 3.9850 -2.3987 0.006 0.044 -0.007
C -0.1382 2.1570 3.0927 -0.014 0.032 0.031
H 2.9481 -4.2377 -0.7639 -0.002 0.004 -0.006
N -0.0889 0.6539 1.3607 0.049 0.154 0.050
C -0.2166 3.2821 3.8873 0.003 -0.010 -0.011
C -0.1983 3.0834 5.2659 0.000 0.016 -0.004
H -1.9119 4.9067 -2.8847 -0.004 0.002 0.005
C 2.7545 1.7728 -1.4083 -0.029 -0.051 -0.114
H -0.8805 4.9148 -0.6079 0.001 -0.006 0.006
C -0.0484 0.8805 3.6400 -0.032 0.008 0.005
C -0.1110 1.8060 5.8128 -0.001 -0.017 0.012
```
Positions in Å, forces in eV/Å.

Output
* maximum force: 0.5 eV/A
* E_HOMO: -14.18 eV
* net charge: +2
* E_tot: -4191.350091 Eh
* orbital gap: 0.272 Eh

Entry 2:
ORCA calculation (ωB97M-V/def2-TZVPD) on a molecular structure, C39H68AsN2O3SSiTl in a non-equilibrium geometry.

```
116
Properties=species:S:1:pos:R:3:forces:R:3
H 6.2959 -4.3304 4.5894 -0.292 0.336 0.206
C -2.2326 3.4522 -0.9423 -0.798 -0.025 -0.846
As 0.8537 -2.2144 -3.3232 0.286 -0.231 0.546
C 3.3330 -4.7764 -1.8784 -0.127 0.491 1.510
H -7.0373 1.4795 2.3313 0.259 -0.050 -0.171
C 4.4613 -5.6017 -3.8084 0.106 0.428 -0.254
H -0.4605 -4.6119 -6.0347 0.026 -0.342 0.169
C -0.4354 -3.3223 0.7223 -0.443 -0.139 -1.074
H 6.5220 -5.9366 -3.5514 0.586 0.014 -0.108
H 5.7668 -6.7795 0.3555 -0.072 0.383 0.017
H -3.7844 6.3484 4.2725 0.192 0.048 0.049
C 6.7415 -6.6661 2.2274 0.029 -0.656 0.163
C -3.0782 4.6455 -1.4823 0.860 0.514 1.070
C 3.2164 -1.9241 -5.1605 0.538 -0.391 2.267
H -3.5746 7.6147 0.8590 0.322 0.021 -1.345
H 3.4725 0.1254 3.1411 0.244 0.346 -0.598
C -6.0352 1.6657 1.9182 0.342 0.479 0.557
H -0.1999 2.8278 -0.9462 0.378 -0.362 -0.041
O -4.6771 3.3599 0.8756 1.074 0.024 0.485
H 7.2900 -7.6260 2.0927 -0.515 0.706 -0.255
H -1.0481 -2.5282 -4.8653 0.010 -0.302 0.206
H 0.8873 -2.6621 2.6793 1.044 -0.532 0.172
H -0.4105 4.5876 -1.0331 -0.052 -0.529 -0.438
C 1.2159 1.4833 3.0212 0.256 0.221 -2.075
H 2.6080 -0.4911 -3.5911 0.418 0.659 0.112
H 0.4965 -3.8464 0.8087 0.610 -0.237 0.238
C -1.6126 -1.3250 0.9920 0.623 0.226 -1.569
C -0.7819 3.6080 -1.4082 -0.576 0.860 -0.042
H 7.5762 -6.3348 4.2343 -0.065 -0.443 0.017
C 4.4510 -4.3926 0.3336 -1.372 1.293 -0.441
C 6.8639 -6.0561 3.4713 -0.660 1.677 -0.218
H -0.7053 7.2489 2.5324 -0.088 -0.153 -0.269
C 2.6153 -0.3747 3.5639 -0.563 2.204 -0.732
H 2.0095 1.9856 2.4436 -0.279 -0.007 0.117
H 0.3105 -2.1862 -5.8275 0.442 0.154 -0.631
O -3.4116 5.4327 1.8190 -0.168 -0.055 -0.339
H -1.1059 -0.7930 -2.9820 0.030 0.459 -0.612
H -1.5821 -0.2993 1.2447 -0.044 1.101 0.797
H -3.8063 1.9354 -1.0626 0.776 0.211 -0.326
H -2.9254 2.3393 -2.6136 -0.122 -0.370 0.581
C 3.3158 -5.1902 -3.1648 -1.233 0.658 -2.052
H -2.4540 -1.8210 1.4611 -0.163 -0.339 0.454
C 5.6347 -5.5829 -3.0626 0.032 -0.651 -0.573
H -2.3158 7.3620 4.3562 -0.019 0.005 0.079
O -2.2371 3.3213 0.4530 0.856 0.615 0.493
H -4.4040 7.8199 2.2779 0.062 0.419 0.443
C -6.4473 4.0306 2.4189 0.298 -0.880 1.294
C 3.5948 -3.2947 0.6745 0.781 -0.476 -0.481
H 0.1747 -0.8152 4.3734 0.307 -0.139 -0.243
H -2.1221 1.3568 -1.3841 0.222 -0.535 0.223
H -7.8959 3.1832 0.2478 0.215 -0.063 -0.080
N -0.3071 -1.9561 1.1856 -0.652 -0.114 -0.022
H 2.4201 -4.4778 -1.4122 -0.568 0.322 0.212
H -2.9149 4.8318 -2.5532 -0.198 -0.391 0.196
H -0.8047 -2.4911 3.0835 -0.337 -0.417 0.633
C 4.4807 -4.7562 -1.0732 1.519 -1.448 0.065
C -6.8169 3.1844 0.0388 -0.011 0.585 1.370
C 0.2040 -4.2964 -5.2239 -0.449 0.800 -0.604
H -5.2785 1.6484 2.7261 -0.321 -0.510 -0.361
H 1.2829 1.8153 4.0092 -0.043 0.598 1.968
N 1.3752 0.0724 2.8825 2.219 -0.646 0.014
H 6.6007 -5.2785 -1.2304 0.856 0.045 0.641
H 0.3062 -0.1613 -2.2905 0.278 1.037 0.189
H -7.4604 3.7389 2.7361 0.172 -0.045 -0.140
H 2.3888 -5.0153 -3.7732 0.784 -0.559 0.780
H 2.6840 -0.0941 4.6021 -0.599 -0.057 0.889
C 0.0437 -2.0289 2.5919 -0.800 1.426 0.317
S -2.8178 2.9609 3.5270 -0.075 -0.159 -0.764
Si -3.2483 3.7531 1.6789 -0.333 0.372 0.829
H -0.9045 5.5300 2.1497 0.426 -0.214 -0.054
H -6.5478 2.3638 -0.5683 0.064 -1.159 -0.814
H -0.7554 3.5517 -2.5206 0.252 0.094 0.737
C 5.4601 -4.2512 2.6017 -0.929 -0.554 0.898
H -5.7893 3.9149 3.3248 -0.481 0.346 -0.792
H -6.5048 5.0567 2.1240 0.308 0.694 -0.369
C 5.8998 -6.1483 1.2332 0.992 -1.213 0.503
H 4.4394 -5.7505 -4.8825 0.203 -0.329 0.079
C -5.9404 3.0623 1.3450 -2.108 1.147 -0.881
H -0.0158 -4.8037 -4.2988 -0.204 -0.483 0.190
C 5.2294 -4.9185 1.3778 1.281 -0.715 -0.511
H -1.2130 6.7369 0.9095 0.013 0.132 -0.791
H -2.6869 5.5370 -0.9618 -0.275 -0.086 -0.138
H -1.2323 -3.8771 1.2877 0.378 0.316 -0.431
H -5.8162 0.9892 1.1102 0.231 -0.694 -0.032
H -6.5385 4.0637 -0.5452 -0.101 0.237 0.360
H -0.3706 0.0914 -5.3538 -0.180 -0.267 -0.021
C 0.0063 -2.7956 -4.9978 0.258 -0.120 0.151
H -4.1317 4.5521 -1.2047 0.150 -0.098 -0.270
Tl 1.8945 -0.5059 0.1866 -0.227 0.187 0.012
H 4.8642 -3.3800 2.7722 0.012 0.693 0.095
H -2.8254 8.6987 2.0580 0.037 0.163 0.138
H 2.9094 -1.1979 -5.8810 -0.330 0.189 -0.682
C -0.0762 -0.4942 -3.2391 -0.082 -0.727 -0.252
H -0.6776 -0.0428 3.1023 0.667 -0.414 -0.161
H 3.3517 -1.9869 -2.9186 -0.487 0.403 -0.858
H 4.2970 -1.9192 -5.0444 0.289 0.013 -0.616
H 1.2015 0.3931 -4.7111 1.182 0.088 -0.288
H -0.1170 1.4428 -4.2795 0.028 -0.039 0.052
H 0.2520 1.7337 2.6087 -0.298 0.541 -0.104
C -2.7377 6.4369 3.9524 -1.011 0.788 -0.290
H -1.8173 -1.2578 -0.0872 0.032 -0.441 0.117
C 0.2368 -0.6644 3.2696 -2.139 -0.507 0.854
C 0.1735 0.4039 -4.4674 -1.465 0.194 1.088
C 6.1417 -4.8344 3.6498 1.338 -1.034 -0.676
H 2.7982 -1.3714 3.3934 0.147 -2.439 -0.168
C -2.8145 2.1695 -1.5157 -0.786 0.311 -0.961
C 2.7224 -1.5460 -3.7362 -0.872 -1.425 0.016
C 3.0020 -2.2622 0.9658 -0.413 0.066 0.124
C -1.2971 6.5208 1.9524 1.060 -0.238 0.927
C -3.3844 7.7870 1.8858 -0.867 -0.913 1.111
C -2.7081 6.5137 2.4305 -0.513 -0.037 -0.483
C 5.6799 -5.2261 -1.7407 -1.982 0.612 0.275
H 2.9298 -2.9586 -5.3725 -0.042 0.300 -0.386
H -2.2137 5.5913 4.3363 0.431 -0.644 0.107
H 1.2196 -4.5490 -5.5112 0.167 0.064 -0.035
H -0.6565 -3.2795 -0.3639 -0.171 -0.276 0.564
```
Positions in Å, forces in eV/Å.

Output
* maximum force: 2.6 eV/A
* E_HOMO: -0.55 eV
* net charge: -2
* E_tot: -4958.073441 Eh
* orbital gap: 0.165 Eh

Q: What is the net charge in the second record?
A: -2

Q: Number 2 is which compound?
A: C39H68AsN2O3SSiTl

Q: Which value of orbital gap does entry 1 give?
A: 0.272 Eh